No. 1
A molecular structure, C26H37CoFN2O4, computed with the ωB97M-V functional and the def2-TZVPD basis.

```
71
Properties=species:S:1:pos:R:3:forces:R:3:lowdin_spin:R:1
Co 0.2468 0.8033 -0.5704 -2.0 0.4 -1.8 2.758
C -3.3384 -1.1650 -0.1322 0.1 -0.1 -0.3 0.001
C -2.5178 -0.5076 -1.2373 -1.1 1.2 0.3 0.002
C -3.0800 -0.7890 -2.6204 0.1 -0.2 0.2 0.001
O -1.1426 -0.9026 -1.1252 0.9 -0.2 -0.2 0.034
C -2.6284 1.0509 -0.9898 -0.6 -2.0 -0.5 0.008
O -3.7135 1.5635 -1.1245 -0.3 0.4 0.0 0.014
O -1.5457 1.6131 -0.6686 2.0 1.0 0.7 0.076
H -3.4661 -2.2295 -0.3156 0.0 -0.1 0.0 0.000
H -4.3144 -0.6894 -0.0988 -0.1 0.0 0.0 0.000
H -2.8521 -1.0336 0.8310 0.1 0.1 0.1 0.000
H -3.1777 -1.8595 -2.7910 0.0 -0.1 -0.1 0.000
H -2.4433 -0.3566 -3.3931 0.1 0.1 -0.1 0.000
H -4.0637 -0.3283 -2.6896 0.0 0.0 0.0 0.000
H -0.8766 -1.3303 -1.9497 0.0 0.0 0.1 0.000
C 1.4417 2.4516 3.2346 -0.2 0.1 0.1 0.002
C 0.0255 2.4233 2.6456 0.3 0.1 -0.1 0.003
C 0.0269 3.1358 1.2958 -0.2 -0.1 0.0 0.024
C -0.5471 1.0215 2.6778 0.1 -0.1 -0.2 0.027
C -1.5833 0.7755 3.5648 -0.1 -0.1 0.0 0.000
C -2.0611 -0.5027 3.7905 0.1 0.0 -0.1 0.018
C -1.4602 -1.5796 3.1637 -0.1 0.2 0.1 -0.001
C -0.4140 -1.3955 2.2740 0.5 0.4 -0.4 0.030
C 0.2800 -2.5894 1.6616 -0.1 -0.3 0.0 0.001
C -0.6938 -3.5484 0.9764 0.1 0.2 -0.1 0.000
C 1.0480 -3.3546 2.7443 0.1 0.1 -0.2 0.004
C 0.0193 -0.0776 1.9925 -1.3 -0.4 1.7 0.045
N 1.0143 0.1353 1.0416 1.5 -0.2 -0.1 0.429
C 2.3030 -0.1540 1.3027 -0.2 0.0 0.1 0.046
C 2.8023 -0.4948 2.5798 0.2 -0.1 0.1 0.113
C 4.1457 -0.7360 2.7529 -0.2 -0.1 0.3 -0.006
C 5.0357 -0.6539 1.6873 -0.1 0.0 -0.1 0.158
C 4.5819 -0.2967 0.4206 -0.2 0.1 -0.3 -0.014
C 3.2431 -0.0514 0.2566 -0.1 0.2 -0.4 0.116
F 2.7213 0.3236 -0.9497 0.5 -0.2 0.5 0.042
H 1.7016 3.4723 3.5008 0.1 0.1 0.0 0.000
H 2.1722 2.0987 2.5115 0.1 0.0 0.0 0.001
H 1.5080 1.8422 4.1324 0.1 -0.1 0.1 0.000
H -0.6154 3.0143 3.3081 0.1 0.0 -0.1 0.001
H 0.6161 2.5783 0.5338 0.0 0.5 0.3 0.009
H 0.4941 4.1117 1.4122 0.1 0.0 -0.1 0.002
H -0.9830 3.2758 0.9206 0.1 -0.1 -0.2 0.000
H -2.0129 1.6031 4.1089 0.0 0.1 0.0 0.000
H -2.8752 -0.6566 4.4804 -0.1 0.0 0.1 0.001
H -1.8087 -2.5760 3.3839 0.0 -0.2 0.0 0.000
H 0.9906 -2.2421 0.9060 -0.1 -0.1 0.0 0.001
H -1.3420 -4.0280 1.7032 -0.2 -0.1 0.1 0.000
H -0.1363 -4.3301 0.4655 0.0 -0.1 0.0 0.000
H -1.2999 -3.0194 0.2499 -0.1 0.0 -0.1 0.000
H 0.3647 -3.6863 3.5215 -0.1 -0.1 0.1 0.001
H 1.8110 -2.7339 3.2062 0.1 -0.1 0.1 0.001
H 1.5298 -4.2280 2.3093 0.1 -0.1 0.0 0.000
H 2.1175 -0.5314 3.4143 0.0 0.0 0.0 0.003
H 4.5134 -0.9936 3.7344 0.0 0.0 0.1 -0.003
H 6.0826 -0.8601 1.8440 0.1 0.0 0.0 0.008
H 5.2595 -0.2086 -0.4136 0.0 0.0 -0.1 -0.003
C -0.5547 1.3172 -5.9378 -0.3 0.3 -0.4 0.000
N 0.1955 0.9433 -4.7595 0.2 0.0 0.3 0.001
C 1.2179 -0.0687 -4.9395 0.2 -0.2 0.2 0.000
C -0.0069 1.5083 -3.5695 -0.5 0.1 -0.3 0.005
C -0.9895 2.6386 -3.5077 0.0 0.1 0.3 0.000
O 0.6019 1.0884 -2.5627 0.5 -0.2 0.6 0.039
H -0.4719 0.5201 -6.6742 0.0 0.0 0.1 0.000
H -0.1808 2.2424 -6.3821 0.0 0.0 0.0 0.000
H -1.6097 1.4522 -5.7052 0.0 0.0 0.0 0.000
H 1.6833 0.0620 -5.9154 0.0 0.0 0.1 0.000
H 0.7808 -1.0691 -4.8879 0.1 0.0 0.0 0.000
H 1.9706 0.0313 -4.1590 -0.1 0.0 -0.1 0.000
H -0.7373 3.4117 -4.2308 0.0 0.0 -0.1 0.000
H -1.0099 3.0712 -2.5117 0.0 -0.1 0.0 0.000
H -1.9935 2.2741 -3.7308 0.0 0.1 0.0 0.000
```
Positions in Å, forces in eV/Å.

Results
* HOMO level (alpha / beta): -11.493 / -11.483 eV
* total charge: +1
* HOMO-LUMO gap (alpha / beta): 9.4267 / 6.1099 eV
* energy above the lowest of the compared OMol25 structures with the same formula, charge and spin: 16.2 kcal/mol
* multiplicity: 5
* LUMO level (alpha / beta): -2.07 / -5.37 eV

No. 2
7 unconnected molecules or ions with the total composition C8H32N2O7, computed with the ωB97M-V functional and the def2-TZVPD basis.

```
49
Properties=species:S:1:pos:R:3:forces:R:3:lowdin_charge:R:1
C -0.4640 -0.2712 -4.1801 0.2 -0.7 0.5 -0.108
O 0.3498 -1.1717 -3.4480 0.2 -0.3 1.9 -0.211
C 0.1276 -1.0865 -1.9888 1.2 0.0 -1.3 -0.147
C 1.1363 -2.0173 -1.2447 -1.8 -0.9 -1.4 -0.400
C 0.7536 -3.5064 -1.5710 0.6 0.7 0.2 -0.038
N 1.0182 -1.8316 0.1739 -0.4 -0.3 0.7 0.035
H -0.0720 -0.3118 -5.1964 -0.2 0.4 0.0 0.089
H -0.4174 0.7161 -3.7206 0.0 0.3 -0.3 0.083
H -1.4932 -0.6295 -4.1604 -0.2 0.2 -0.1 0.087
H 0.3268 -0.0601 -1.6806 -0.1 0.3 0.1 0.109
H -0.9163 -1.3088 -1.7678 -0.1 -0.3 0.2 0.123
H 2.1502 -1.7207 -1.5132 0.0 -0.5 -0.9 0.113
H 1.4634 -4.1734 -1.0818 0.4 -0.1 -0.5 0.069
H 0.6455 -3.6627 -2.6443 0.4 -0.1 0.1 0.077
H -0.1832 -3.8404 -1.1250 -0.4 0.7 0.1 0.073
H 1.5663 -1.0271 0.4433 -0.4 0.3 0.3 0.038
H 1.4690 -2.6202 0.6154 0.0 -0.2 0.2 0.090
C 3.8384 -0.1156 -0.1138 -1.3 -1.0 0.2 -0.071
O 2.6333 0.3672 0.4872 0.5 2.6 0.7 -0.232
C 2.7797 1.7610 0.8052 -0.4 0.5 -0.1 -0.195
C 1.6408 2.4161 1.5434 -0.4 -0.8 1.6 -0.417
C 1.3895 1.8142 2.9730 -0.8 0.6 -1.5 -0.030
N 0.4055 2.4582 0.7478 0.1 -0.6 0.3 0.042
H 3.8749 -1.0768 0.3989 1.0 -0.3 -0.5 0.097
H 4.7271 0.4950 0.0460 -0.2 0.0 0.1 0.094
H 3.6021 -0.2417 -1.1704 0.6 0.0 -0.1 0.087
H 3.6766 1.9367 1.3991 0.2 -0.2 0.0 0.128
H 2.8528 2.3812 -0.0881 0.5 -0.3 -0.6 0.125
H 1.8582 3.4756 1.6783 1.1 0.0 0.2 0.133
H 0.5061 2.3345 3.3431 0.1 0.1 0.4 0.072
H 2.2231 1.9768 3.6563 0.0 -0.2 -0.2 0.078
H 1.0730 0.7768 2.8650 0.4 -0.1 0.2 0.072
H 0.7096 2.6999 -0.1846 -0.4 0.2 -0.4 0.082
H -0.0704 3.2601 1.1359 -0.6 0.1 -0.4 0.090
O -4.3431 -1.3032 1.9684 -0.3 0.1 0.3 -0.040
H -3.4229 -1.5661 1.9527 0.4 -0.1 -0.3 -0.006
H -4.8042 -2.0168 1.5275 -0.2 -0.1 -0.1 0.047
O -2.1762 0.9350 0.4805 0.2 -0.1 -0.4 -0.060
H -1.3163 1.3511 0.5405 0.8 0.4 0.0 0.019
H -1.9996 0.0013 0.5954 0.0 -0.7 0.3 0.025
O -4.0621 1.9567 -1.1329 -0.4 0.3 -0.8 -0.073
H -3.5767 1.4882 -0.4538 0.3 -0.2 0.2 -0.037
H -4.1035 2.8598 -0.8184 -0.1 0.1 0.1 0.025
O -1.5885 -1.7839 1.2372 -1.2 0.1 0.4 -0.058
H -1.1818 -1.9670 2.0841 0.3 0.1 0.2 0.062
H -0.9422 -2.0731 0.5930 0.9 0.0 -0.3 0.001
O -4.0577 1.6410 2.1087 -0.7 0.8 0.8 -0.080
H -4.3462 0.7472 2.2936 -0.2 -0.3 -0.1 -0.010
H -3.2598 1.5334 1.5912 0.3 -0.3 -0.1 -0.048
```
Positions in Å, forces in eV/Å.

Results
* HOMO level: -9.510 eV
* SMILES: COC[C@H](C)N.COC[C@H](C)N.O.O.O.O.O
* HOMO-LUMO gap: 9.8522 eV
* energy above the lowest of the compared OMol25 structures with the same formula, charge and spin: 22.0 kcal/mol
* LUMO level: 0.34 eV

No. 3
A gas-phase ion, C5H10N (charge +1), computed with the ωB97M-V functional and the def2-TZVPD basis.

```
16
Properties=species:S:1:pos:R:3:forces:R:3:lowdin_charge:R:1
C 1.7303 -0.1599 -0.3549 1.1 0.3 -0.3 -0.004
N 0.5271 -0.2217 0.4720 1.8 0.8 1.7 -0.148
C -0.3750 -1.4026 0.3289 -1.4 2.3 -1.7 0.033
C -1.5558 -0.9316 -0.1090 -0.1 -1.0 0.2 -0.035
C -1.7121 0.5123 -0.1603 2.1 1.7 3.4 -0.095
C -0.1913 1.0689 0.2694 -4.4 -2.0 -1.7 -0.024
H 1.5862 0.0448 -1.3865 -0.8 0.8 -0.7 0.110
H 2.3808 0.5510 0.1510 0.2 0.1 -0.5 0.127
H 2.2165 -1.0786 -0.4156 0.8 -1.8 0.6 0.089
H 1.0360 -0.2052 1.4049 -1.6 -0.2 -0.7 0.214
H 0.1354 -2.3246 0.2527 0.0 -1.0 0.4 0.123
H -2.5034 -1.3940 -0.3590 0.6 -1.1 0.0 0.135
H -2.0103 0.9789 -1.0337 -0.5 0.3 -2.2 0.092
H -2.4932 0.8619 0.5651 0.8 -0.4 -0.3 0.144
H 0.1029 1.6252 -0.6066 0.9 0.1 0.4 0.128
H -0.3898 1.5798 1.1552 0.6 1.1 1.4 0.111
```
Positions in Å, forces in eV/Å.

Results
* HOMO level: -14.772 eV
* SMILES: C[N@@H+]1C=CCC1
* total charge: +1
* HOMO-LUMO gap: 11.5630 eV
* energy above the lowest of the compared OMol25 structures with the same formula, charge and spin: 34.3 kcal/mol
* LUMO level: -3.21 eV

No. 4
2 unconnected molecules or ions with the total composition C5H15NO, computed with the ωB97M-V functional and the def2-TZVPD basis.

```
22
Properties=species:S:1:pos:R:3:forces:R:3:lowdin_charge:R:1
C 1.9548 -1.4418 1.6648 -0.2 -3.2 -2.8 -0.076
C 0.6885 -0.6972 1.3003 2.5 -0.7 -1.7 -0.343
N 0.3298 -0.7740 -0.0431 1.0 1.0 -4.9 -0.233
C 1.0994 0.2817 -0.7847 -0.7 -0.5 -1.5 -0.097
C -1.0333 -1.0531 -0.6771 0.0 -1.3 4.3 -0.185
C -2.1648 -0.1003 0.0112 0.0 1.2 -1.3 -0.102
H 2.7974 -0.8851 1.2634 0.5 -0.3 0.8 0.061
H 2.0056 -2.5667 1.1920 -0.3 2.8 0.4 0.129
H 1.8715 -1.7590 2.6619 0.8 0.6 1.8 0.039
H -0.0376 -1.0819 1.8200 -4.2 -2.0 3.3 0.058
H 0.8483 0.2910 1.5892 0.0 2.1 0.8 0.094
H 0.8328 0.2038 -1.8646 -0.3 0.5 0.7 0.080
H 0.8654 1.2682 -0.3689 -0.1 0.2 -0.3 0.069
H 2.2141 0.2873 -0.9050 -0.6 -0.9 1.0 0.086
H -0.9006 -1.2655 -1.7808 -0.5 1.2 1.3 0.119
H -1.3718 -2.0597 -0.2475 0.8 0.9 -0.7 0.103
H -2.1081 0.0890 1.1657 0.5 -0.8 -2.2 0.089
H -1.9995 0.9275 -0.4898 -0.8 -1.3 0.9 0.054
H -3.2277 -0.4924 -0.1725 1.6 0.7 0.0 0.071
O -0.6170 3.6945 -2.1542 -1.2 1.7 2.1 -0.073
H -1.0574 4.2169 -1.4113 1.2 0.4 -1.7 0.077
H -0.9897 2.9169 -1.7690 0.0 -2.1 -0.5 -0.020
```
Positions in Å, forces in eV/Å.

Results
* HOMO level: -7.928 eV
* SMILES: CCN(C)CC.O
* HOMO-LUMO gap: 8.6205 eV
* energy above the lowest of the compared OMol25 structures with the same formula, charge and spin: 83.5 kcal/mol
* LUMO level: 0.69 eV

Quick rundown of max |F|, same order as above: 2.66 2.74 5.14 5.75 eV/A